Formula: C61H165N10O26
Source: the Open Molecules 2025 dataset
Level of theory: ωB97M-V with the def2-TZVPD basis set

Cartesian coordinates (Å):
C (-2.55, 0.44, 0.16)
C (-1.47, -0.71, 0.17)
C (-0.72, -0.54, -1.18)
C (0.33, 0.54, -1.33)
C (1.35, 0.43, -0.18)
C (0.67, 0.34, 1.21)
N (-0.43, -0.66, 1.22)
O (-0.99, -0.77, 2.57)
C (0.22, 1.79, 1.54)
C (1.77, -0.04, 2.27)
C (-2.04, -2.18, 0.12)
H (-3.38, 0.20, -0.51)
H (-2.27, 1.47, -0.04)
H (-3.02, 0.45, 1.15)
H (-1.43, -0.30, -1.97)
H (-0.24, -1.48, -1.48)
H (-0.17, 1.51, -1.41)
H (0.84, 0.41, -2.29)
H (1.92, 1.35, -0.35)
H (2.09, -0.36, -0.32)
H (-0.34, 2.37, 0.81)
H (1.07, 2.44, 1.75)
H (-0.18, 1.74, 2.56)
H (1.30, -0.04, 3.26)
H (2.60, 0.66, 2.23)
H (2.15, -1.04, 2.06)
H (-2.70, -2.40, 0.96)
H (-1.17, -2.82, 0.12)
H (-2.73, -2.25, -0.72)
C (-4.96, 5.85, 6.12)
C (-3.82, 4.99, 5.59)
C (-3.85, 4.74, 4.09)
O (-3.16, 3.57, 3.82)
C (-2.68, 3.45, 2.50)
N (-2.58, 5.47, 6.11)
H (-5.91, 5.53, 5.70)
H (-4.81, 6.91, 5.91)
H (-5.00, 5.69, 7.20)
H (-3.91, 3.97, 5.96)
H (-3.44, 5.62, 3.58)
H (-4.85, 4.58, 3.68)
H (-3.46, 3.69, 1.77)
H (-2.29, 2.48, 2.21)
H (-1.92, 4.17, 2.17)
H (-2.47, 6.33, 5.58)
H (-1.85, 4.84, 5.81)
C (2.38, -2.60, -8.41)
C (2.82, -3.71, -7.43)
C (2.01, -3.76, -6.11)
O (1.92, -2.48, -5.56)
C (1.09, -2.46, -4.37)
N (2.82, -4.95, -8.14)
H (2.84, -2.62, -9.39)
H (2.57, -1.64, -7.94)
H (1.32, -2.69, -8.67)
H (3.85, -3.46, -7.15)
H (2.60, -4.33, -5.38)
H (1.02, -4.12, -6.40)
H (0.96, -1.41, -4.12)
H (1.49, -3.06, -3.55)
H (0.07, -2.84, -4.51)
H (1.93, -5.10, -8.60)
H (3.39, -4.80, -8.96)
C (-4.87, 2.04, -5.53)
C (-4.09, 3.38, -5.41)
C (-3.19, 3.46, -4.17)
O (-3.92, 3.18, -3.01)
C (-3.11, 3.34, -1.83)
N (-3.26, 3.36, -6.64)
H (-4.16, 1.22, -5.67)
H (-5.58, 2.04, -6.36)
H (-5.49, 1.88, -4.65)
H (-4.86, 4.16, -5.39)
H (-2.70, 4.44, -4.10)
H (-2.35, 2.77, -4.23)
H (-2.98, 4.42, -1.74)
H (-2.10, 2.94, -1.75)
H (-3.64, 3.08, -0.92)
H (-2.67, 4.18, -6.55)
H (-2.53, 2.66, -6.61)
C (-1.95, -2.50, -7.65)
C (-3.11, -1.62, -7.08)
C (-2.91, -1.39, -5.55)
O (-4.18, -0.98, -5.09)
C (-4.25, -0.78, -3.70)
N (-3.02, -0.37, -7.86)
H (-1.93, -3.46, -7.14)
H (-1.00, -1.98, -7.63)
H (-2.30, -2.66, -8.67)
H (-4.10, -2.03, -7.28)
H (-2.16, -0.64, -5.30)
H (-2.58, -2.22, -4.93)
H (-5.29, -0.59, -3.45)
H (-3.72, 0.06, -3.25)
H (-4.04, -1.67, -3.09)
H (-3.57, 0.22, -7.25)
H (-2.08, -0.08, -7.65)
C (4.81, -1.72, -3.96)
C (4.10, -0.37, -4.27)
C (5.01, 0.86, -3.90)
O (5.25, 0.99, -2.52)
C (4.17, 0.96, -1.67)
N (3.71, -0.38, -5.63)
H (4.28, -2.63, -4.25)
H (4.92, -1.74, -2.88)
H (5.80, -1.90, -4.38)
H (3.21, -0.44, -3.63)
H (4.51, 1.78, -4.21)
H (5.97, 0.81, -4.41)
H (3.38, 1.64, -2.01)
H (4.51, 1.26, -0.68)
H (3.71, -0.03, -1.67)
H (3.12, -1.20, -5.73)
H (3.11, 0.43, -5.73)
C (9.23, -3.68, -0.52)
C (8.49, -2.37, -0.14)
C (6.99, -2.54, 0.19)
O (6.30, -1.32, 0.18)
C (4.93, -1.34, 0.55)
N (9.09, -1.63, 0.91)
H (8.83, -4.10, -1.44)
H (9.14, -4.41, 0.29)
H (10.30, -3.52, -0.66)
H (8.41, -1.80, -1.07)
H (6.79, -3.11, 1.10)
H (6.51, -3.20, -0.55)
H (4.77, -1.82, 1.52)
H (4.24, -1.54, -0.27)
H (4.62, -0.35, 0.88)
H (10.07, -1.51, 0.70)
H (8.84, -0.65, 0.91)
C (-0.23, -9.24, -3.49)
C (-0.26, -7.75, -3.77)
C (-1.04, -6.79, -2.81)
O (-1.41, -5.57, -3.42)
C (-1.99, -4.62, -2.53)
N (1.11, -7.30, -3.87)
H (0.38, -9.58, -2.65)
H (0.00, -9.71, -4.44)
H (-1.25, -9.59, -3.30)
H (-0.69, -7.65, -4.77)
H (-0.47, -6.51, -1.91)
H (-1.79, -7.39, -2.29)
H (-3.04, -4.82, -2.31)
H (-1.96, -3.63, -2.99)
H (-1.40, -4.54, -1.62)
H (1.00, -6.29, -3.91)
H (1.61, -7.41, -3.00)
C (-1.18, 6.75, -0.36)
C (-0.99, 5.70, 0.77)
C (0.28, 4.87, 0.49)
O (0.19, 4.37, -0.83)
C (1.39, 3.96, -1.30)
N (-1.01, 6.25, 2.09)
H (-0.39, 7.50, -0.38)
H (-2.08, 7.31, -0.14)
H (-1.22, 6.28, -1.35)
H (-1.76, 4.93, 0.85)
H (0.41, 4.06, 1.23)
H (1.16, 5.48, 0.72)
H (1.74, 3.07, -0.78)
H (2.15, 4.74, -1.17)
H (1.30, 3.70, -2.35)
H (-0.18, 6.82, 2.17)
H (-0.70, 5.53, 2.73)
C (1.75, 6.20, 9.05)
C (2.07, 5.01, 8.08)
C (1.10, 5.08, 6.86)
O (1.32, 3.96, 6.04)
C (0.38, 3.82, 4.93)
N (3.46, 5.15, 7.64)
H (2.57, 6.39, 9.74)
H (0.91, 6.03, 9.72)
H (1.49, 7.13, 8.54)
H (1.99, 4.06, 8.61)
H (1.24, 5.98, 6.27)
H (0.09, 5.01, 7.26)
H (0.70, 2.91, 4.43)
H (0.50, 4.65, 4.24)
H (-0.62, 3.70, 5.35)
H (3.71, 5.98, 7.12)
H (3.61, 4.44, 6.94)
C (1.88, -0.85, 7.16)
C (1.89, -1.50, 5.76)
O (0.80, -2.35, 5.62)
O (0.91, 0.15, 7.36)
H (2.88, -0.55, 7.47)
H (1.65, -1.58, 7.94)
H (2.73, -2.16, 5.59)
H (1.77, -0.80, 4.93)
H (0.88, -2.94, 4.87)
H (1.34, 0.96, 7.06)
C (-0.70, -4.35, 2.56)
C (-1.57, -4.16, 3.76)
O (-2.39, -3.03, 3.75)
O (0.35, -3.46, 2.48)
H (-1.41, -4.24, 1.73)
H (-0.33, -5.38, 2.58)
H (-1.03, -4.25, 4.70)
H (-2.21, -5.05, 3.84)
H (-1.90, -2.34, 3.29)
H (0.06, -2.56, 2.28)
C (-4.99, -4.37, 2.28)
C (-5.70, -3.02, 1.97)
O (-5.18, -1.97, 2.67)
O (-5.33, -4.67, 3.61)
H (-3.92, -4.43, 2.11)
H (-5.50, -5.10, 1.64)
H (-6.75, -3.08, 2.28)
H (-5.60, -2.74, 0.92)
H (-5.68, -1.20, 2.36)
H (-5.02, -5.57, 3.70)
C (0.14, 0.91, -5.59)
C (1.08, 1.96, -4.99)
O (2.03, 2.37, -5.95)
O (-0.78, 1.51, -6.47)
H (-0.27, 0.42, -4.71)
H (0.71, 0.22, -6.21)
H (1.67, 1.44, -4.23)
H (0.58, 2.79, -4.49)
H (1.80, 3.25, -6.27)
H (-0.21, 1.99, -7.08)
C (-3.22, 1.28, 6.60)
C (-2.22, 0.97, 5.45)
O (-2.78, 0.03, 4.53)
O (-3.59, 0.10, 7.23)
H (-4.17, 1.71, 6.30)
H (-2.87, 1.98, 7.36)
H (-1.32, 0.50, 5.86)
H (-1.86, 1.89, 4.99)
H (-2.10, -0.07, 3.85)
H (-4.27, 0.30, 7.87)
C (-6.63, 1.23, 2.26)
C (-5.56, 1.09, 3.37)
O (-5.98, 0.30, 4.45)
O (-6.78, 0.04, 1.51)
H (-6.21, 1.94, 1.55)
H (-7.56, 1.62, 2.67)
H (-5.38, 2.09, 3.75)
H (-4.62, 0.67, 2.99)
H (-6.50, 0.78, 5.10)
H (-7.63, 0.14, 1.06)
C (1.58, -4.25, -0.58)
C (2.92, -4.08, -1.31)
O (2.98, -4.91, -2.47)
O (1.57, -5.39, 0.25)
H (0.81, -4.31, -1.35)
H (1.34, -3.35, -0.01)
H (3.82, -4.23, -0.72)
H (3.08, -3.07, -1.67)
H (2.87, -5.78, -2.09)
H (1.94, -5.14, 1.10)
C (4.54, 1.99, 4.18)
C (4.67, 1.75, 5.72)
O (3.31, 1.91, 6.18)
O (4.17, 3.34, 3.88)
H (3.83, 1.27, 3.78)
H (5.48, 1.70, 3.70)
H (5.27, 2.53, 6.19)
H (5.05, 0.76, 5.98)
H (2.95, 2.67, 5.72)
H (4.42, 3.52, 2.97)

Results
E: -4926.460717 a.u.
frontier orbital gap: 5.61 eV
total charge: -1
ΔE to the lowest compared entry with this formula, charge and spin: 0.000 eV
max |F|: 2.76 eV Å⁻¹
LUMO energy: 0.052 Eh